i.
ORCA calculation (ωB97M-V/def2-TZVPD) on the molecule C20H30N2O5S.

Structure (XYZ):
```
58
C20H30N2O5S, DFT ωB97M-V/def2-TZVPD
C -2.646 -4.310 -0.154
C -2.058 -3.504 0.996
H -1.048 -3.859 1.228
H -2.689 -3.570 1.885
O -2.003 -2.115 0.684
C -0.949 -1.690 -0.025
O -0.042 -2.438 -0.366
C -0.975 -0.272 -0.324
C 0.060 0.312 -1.046
N 1.134 -0.352 -1.556
C 2.190 0.320 -2.111
O 2.121 1.516 -2.320
C 3.310 -0.573 -2.597
H 2.900 -1.262 -3.339
H 4.050 0.062 -3.085
C 3.960 -1.360 -1.460
C 4.452 -0.389 -0.383
N 3.335 0.426 0.057
C 2.599 -0.106 1.192
C 3.310 0.184 2.521
H 2.689 -0.123 3.365
O 3.543 1.565 2.686
C 4.304 2.085 1.614
C 3.606 1.835 0.273
H 4.204 2.220 -0.552
H 2.644 2.355 0.264
H 4.406 3.153 1.808
H 5.304 1.621 1.610
H 4.266 -0.363 2.566
H 2.453 -1.180 1.068
H 1.619 0.380 1.209
H 4.918 -0.953 0.436
H 5.213 0.263 -0.819
H 4.800 -1.941 -1.845
H 3.241 -2.057 -1.025
H 1.148 -1.349 -1.339
S -0.111 2.010 -1.264
C -1.604 1.958 -0.369
C -1.935 0.714 0.061
C -3.225 0.599 0.799
H -3.105 1.019 1.802
H -3.544 -0.436 0.893
C -4.304 1.408 0.044
C -4.668 0.673 -1.253
H -3.777 0.520 -1.857
H -5.117 -0.292 -1.032
H -5.372 1.273 -1.823
C -5.547 1.561 0.928
H -6.310 2.113 0.388
H -5.938 0.586 1.206
H -5.298 2.115 1.830
O -3.877 2.727 -0.312
C -2.528 3.088 -0.086
H -2.338 3.945 -0.737
H -2.404 3.413 0.963
H -3.631 -3.929 -0.416
H -2.734 -5.353 0.138
H -1.998 -4.241 -1.024
```

The multiplicity is 1. The frontier orbital gap is 8.357 eV. The value obtained for the LUMO energy is 0.645 eV. The net charge is 0.

Results of the Löwdin charge analysis, in e, for atoms 1 through 4: -0.058 -0.212 0.121 0.125

***

ii.
ORCA calculation (ωB97M-V/def2-TZVPD) on the molecule C20H30N2O5S.

Structure (XYZ):
```
58
C20H30N2O5S, DFT ωB97M-V/def2-TZVPD
C -5.003 -3.130 -2.015
C -5.456 -2.838 -0.588
O -5.405 -1.460 -0.271
C -4.221 -0.865 0.017
C -2.995 -1.517 0.105
C -1.850 -0.807 0.427
C -1.934 0.550 0.656
C -3.146 1.213 0.573
C -4.300 0.524 0.256
C -5.628 1.204 0.162
H -6.054 1.058 -0.830
H -5.531 2.267 0.360
H -6.322 0.767 0.878
H -3.167 2.273 0.770
S -0.474 1.487 1.056
O -0.744 2.378 2.145
O 0.630 0.572 1.232
N -0.323 2.459 -0.315
C -0.138 1.741 -1.558
C 1.225 1.058 -1.642
H 1.221 0.209 -0.959
C 2.376 2.017 -1.292
C 2.081 2.929 -0.090
C 0.668 3.506 -0.147
H 0.557 4.205 -0.982
H 0.427 4.020 0.785
H 2.171 2.369 0.841
H 2.811 3.739 -0.069
C 3.622 1.171 -1.016
O 4.616 1.212 -1.713
N 3.509 0.393 0.081
H 2.609 0.310 0.539
C 4.451 -0.658 0.368
H 4.533 -0.770 1.452
C 3.994 -1.986 -0.270
C 4.883 -3.169 0.169
H 5.366 -3.643 -0.683
H 5.659 -2.818 0.850
C 3.913 -4.119 0.880
H 3.589 -4.910 0.204
H 4.340 -4.570 1.773
C 2.732 -3.199 1.201
H 2.903 -2.656 2.141
O 2.665 -2.303 0.114
H 1.775 -3.717 1.261
H 3.975 -1.852 -1.357
H 5.418 -0.372 -0.052
H 2.588 2.646 -2.163
H 1.378 0.672 -2.652
H -0.258 2.468 -2.368
H -0.939 1.002 -1.636
H -0.891 -1.295 0.504
H -2.915 -2.578 -0.067
H -6.512 -3.098 -0.475
H -4.879 -3.424 0.136
H -5.115 -4.190 -2.224
H -5.613 -2.566 -2.717
H -3.963 -2.848 -2.161
```

The multiplicity is 1. The frontier orbital gap is 9.492 eV. The value obtained for the LUMO energy is 0.575 eV. The net charge is 0.

Results of the Löwdin charge analysis, in e, for atoms 1 through 4: -0.060 -0.235 -0.044 -0.215

***

Stability check: which of them is least stable? ii.

***

i.
ORCA calculation (ωB97M-V/def2-TZVPD) on the molecule CH3N2PS.

Structure (XYZ):
```
8
CH3N2PS, DFT ωB97M-V/def2-TZVPD
C 0.008 -0.258 -0.776
N 0.009 -1.245 0.151
N 0.461 -1.062 1.273
P 1.095 0.344 1.927
S 0.760 1.572 0.218
H 0.737 -0.422 -1.668
H -0.944 0.124 -0.959
H -0.202 0.819 2.321
```

The multiplicity is 1. The frontier orbital gap is 8.415 eV. The value obtained for the LUMO energy is -0.267 eV. The net charge is 0.

Results of the Löwdin charge analysis, in e, for atoms 1 through 4: -0.324 -0.115 -0.343 0.492

***

ii.
ORCA calculation (ωB97M-V/def2-TZVPD) on the molecule CH3N2PS.

Structure (XYZ):
```
8
CH3N2PS, DFT ωB97M-V/def2-TZVPD
C 0.032 0.584 -1.083
N -0.605 -0.515 -0.507
N -0.344 -0.954 0.592
P 0.514 -0.965 1.855
S 0.927 1.763 -0.059
H 0.634 0.101 -1.719
H -0.703 1.239 -1.774
H -0.454 -1.252 2.694
```

The multiplicity is 1. The frontier orbital gap (spin up / spin down) is 7.285 / 5.740 eV. The value obtained for the LUMO energy (spin up / spin down) is -1.430 / -2.280 eV. The net charge is 0.

Results of the Löwdin charge analysis, in e, for atoms 1 through 4: -0.735 -0.059 -0.448 0.838

***

Stability check: which of them is least stable? ii.